Here is a molecular structure, C4H9N3 from OMol25. Energies are from wB97M-V/def2-TZVPD.

Multiplicity ... 1
HOMO-LUMO gap ... 8.60 eV

The geometry in XYZ format:
```
16
Properties=species:S:1:pos:R:3:nbo_charge:R:1
C 0.639 1.660 0.272 -0.66
C -0.708 -0.567 -0.069 0.34
C 0.191 0.256 0.288 0.01
N -2.013 0.852 0.156 -1.01
N -1.166 -1.797 -0.302 -0.84
C 1.613 -0.985 0.141 0.12
N 2.776 -0.734 -0.253 -0.64
H -1.234 -2.467 0.448 0.40
H -2.812 0.352 0.539 0.34
H -2.189 1.124 -0.808 0.33
H -1.655 -1.984 -1.163 0.41
H 2.915 0.210 -0.621 0.33
H 1.421 -1.984 0.549 0.16
H 0.300 2.168 -0.632 0.24
H 1.726 1.713 0.334 0.22
H 0.197 2.182 1.121 0.26
```

Here is a molecular structure, C49H48Ge2IrN3O6S6 from OMol25. Energies are from wB97M-V/def2-TZVPD.

Net charge ... -1
Multiplicity ... 2
HOMO-LUMO gap (alpha / beta) ... 4.34 / 4.21 eV

The geometry in XYZ format:
```
115
Properties=species:S:1:pos:R:3:mulliken_charge:R:1
Ir -0.099 -0.300 -0.004 1.21
C 4.876 0.470 1.345 -1.27
C 3.446 -0.051 1.341 -0.25
Ge 2.277 0.251 -0.317 2.48
C 3.151 -0.456 -2.030 -0.21
C 4.662 -0.617 -2.021 -1.29
C 2.921 2.205 -0.672 -1.61
C 2.476 3.367 -0.334 0.79
Ge -0.177 3.196 -0.244 0.07
C -0.245 4.196 -2.253 -0.84
C -1.021 5.490 -2.358 -1.15
C -0.137 3.694 1.827 -0.35
C -0.512 5.111 2.203 -1.27
C 2.924 4.702 -0.183 0.89
C 4.281 4.941 0.120 -0.65
C 4.772 6.227 0.196 -0.61
C 3.937 7.318 -0.012 -0.49
C 2.591 7.098 -0.272 -1.09
C 2.087 5.816 -0.339 0.61
H 5.333 0.273 2.315 0.47
H 4.890 1.544 1.165 0.10
H 5.488 -0.019 0.593 0.24
H 2.902 0.424 2.160 0.34
H 3.451 -1.118 1.544 0.15
H 2.855 0.235 -2.823 0.49
H 2.695 -1.414 -2.260 -0.20
H 5.165 0.315 -1.767 0.31
H 5.017 -0.929 -3.003 0.40
H 4.952 -1.375 -1.299 0.14
H 3.788 2.055 -1.305 0.33
H -0.660 3.427 -2.904 0.77
H 0.814 4.322 -2.478 0.33
H -2.077 5.312 -2.176 0.23
H -0.902 5.928 -3.353 0.39
H -0.681 6.226 -1.632 0.21
H 0.854 3.423 2.186 0.67
H -0.869 2.984 2.210 0.18
H 0.233 5.829 1.860 0.31
H -0.598 5.195 3.289 0.38
H -1.473 5.363 1.762 0.23
H 4.939 4.096 0.262 0.30
H 5.820 6.390 0.406 0.39
H 4.327 8.325 0.033 0.37
H 1.928 7.938 -0.423 0.39
H 1.035 5.640 -0.510 -0.05
O -1.695 -2.172 -1.656 -0.47
C -2.454 -1.929 -0.728 0.54
N -2.200 -1.038 0.229 -0.22
S -3.497 -0.736 1.152 1.02
O -4.194 0.445 0.693 -0.46
O -3.219 -0.809 2.554 -0.72
C -4.431 -2.170 0.580 0.45
C -5.587 -2.785 1.006 -0.92
C -6.020 -3.918 0.321 -0.55
C -5.323 -4.396 -0.780 -0.69
C -4.168 -3.762 -1.213 -0.43
C -3.734 -2.650 -0.512 -0.14
H -6.118 -2.419 1.871 0.52
H -6.910 -4.438 0.653 0.41
H -5.675 -5.284 -1.290 0.42
H -3.596 -4.124 -2.054 0.48
O -2.360 4.139 -0.080 -0.59
S -2.983 2.868 0.365 1.29
O -3.357 2.909 1.738 -0.78
N -1.849 1.775 -0.110 -0.94
C -2.206 1.297 -1.323 1.02
S -1.012 0.577 -2.270 -0.27
C -3.544 1.595 -1.739 -0.23
C -4.247 1.062 -2.824 -0.65
C -5.547 1.475 -3.038 -0.84
C -6.155 2.414 -2.209 -0.56
C -5.477 2.922 -1.101 -0.88
C -4.200 2.484 -0.873 0.40
H -3.765 0.331 -3.457 0.55
H -6.108 1.060 -3.866 0.43
H -7.165 2.741 -2.410 0.45
H -5.949 3.631 -0.438 0.52
N -0.001 0.008 1.798 -0.03
C 0.195 -0.658 2.912 -0.08
C -0.401 -0.224 4.128 -0.64
C -0.200 -0.921 5.294 -0.68
C 0.610 -2.051 5.323 -0.86
C 1.213 -2.489 4.148 -0.46
C 1.023 -1.815 2.970 0.84
H -1.047 0.638 4.094 0.40
H -0.675 -0.587 6.207 0.37
H 0.767 -2.581 6.252 0.36
H 1.843 -3.368 4.157 0.46
H 1.499 -2.119 2.053 -0.11
O 1.297 -2.176 -0.195 -0.23
C 1.172 -3.515 -0.454 1.54
C 2.580 -4.067 -0.581 -0.79
C 3.138 -4.900 -1.500 -0.43
C 4.512 -5.136 -1.268 -0.83
C 4.975 -4.470 -0.181 -0.69
S 3.742 -3.537 0.574 0.12
C 0.483 -4.253 0.680 0.54
C -0.584 -3.859 1.422 -0.77
C -0.972 -4.815 2.390 -1.32
C -0.191 -5.924 2.371 -0.68
S 1.031 -5.826 1.162 -0.19
C 0.440 -3.852 -1.736 -0.66
C -0.428 -4.877 -1.959 -0.30
C -0.871 -4.940 -3.297 -0.97
C -0.334 -3.957 -4.065 -0.64
S 0.720 -2.942 -3.167 -0.06
H 2.592 -5.344 -2.312 0.61
H 5.120 -5.774 -1.886 0.40
H 5.969 -4.456 0.222 0.50
H -1.074 -2.911 1.294 0.85
H -1.790 -4.663 3.072 0.48
H -0.231 -6.797 2.992 0.46
H -0.756 -5.551 -1.187 0.56
H -1.553 -5.691 -3.659 0.46
H -0.505 -3.748 -5.103 0.49
```

Here is a gas-phase ion, C4H8N3OS2 (charge +1) from OMol25. Energies are from wB97M-V/def2-TZVPD.

Net charge ... +1
Multiplicity ... 1
HOMO-LUMO gap (alpha / beta) ... 6.21 / 7.00 eV

The geometry in XYZ format:
```
18
Properties=species:S:1:pos:R:3:nbo_charge:R:1
C 0.783 0.553 0.956 0.23
C 0.688 -0.770 0.321 0.55
C -1.241 -0.293 -1.361 0.14
C 2.033 1.011 1.660 -0.68
N -0.461 -1.091 -0.418 -0.60
N -2.091 -1.127 -2.000 -0.60
N -0.341 1.222 0.846 -0.62
O 1.514 -1.804 0.521 -0.66
S -0.993 1.352 -1.700 -0.07
S -3.031 -0.504 -3.175 0.54
H 2.452 0.310 2.391 0.27
H 1.652 1.928 2.117 0.24
H 2.809 1.429 1.069 0.27
H -0.668 -2.073 -0.437 0.45
H -0.383 2.214 1.097 0.43
H -1.244 0.897 0.589 0.44
H 2.449 -1.789 0.480 0.54
H -3.926 -1.462 -2.956 0.13
```

Here is C6H4O in the gas phase from OMol25. Energies are from wB97M-V/def2-TZVPD.

Multiplicity ... 1
HOMO-LUMO gap ... 9.23 eV

The geometry in XYZ format:
```
11
Properties=species:S:1:pos:R:3:nbo_charge:R:1
C 0.609 2.152 -1.024 -0.70
C 0.384 0.902 -0.303 0.15
C 0.204 -0.125 0.306 -0.18
C 0.050 -1.363 1.032 0.53
O 0.774 -1.720 1.927 -0.45
C -2.159 -1.685 0.916 0.25
C -1.082 -2.312 0.567 -0.66
H 1.614 2.163 -1.458 0.25
H 0.530 3.000 -0.337 0.25
H -0.120 2.285 -1.828 0.25
H -0.804 -3.297 0.202 0.30
```

Here is 2 unconnected molecules or ions with the total composition C6H11NO from OMol25. Energies are from wB97M-V/def2-TZVPD.

SMILES ... CCc1cc[nH]c1.O
Multiplicity ... 1
HOMO-LUMO gap ... 9.43 eV

The geometry in XYZ format:
```
19
Properties=species:S:1:pos:R:3:nbo_charge:R:1
C -2.847 0.248 -0.369 -0.61
C -1.523 0.899 0.106 -0.43
C -0.400 -0.069 -0.040 -0.11
C 0.450 -0.341 -1.069 -0.09
N 1.334 -1.318 -0.650 -0.51
C 1.086 -1.626 0.670 -0.05
C -0.020 -0.925 1.060 -0.32
H -2.712 -0.758 -0.754 0.21
H -3.634 0.162 0.390 0.21
H -3.357 0.814 -1.154 0.21
H -1.410 1.823 -0.460 0.22
H -1.596 1.140 1.167 0.21
H 0.394 -0.035 -2.100 0.22
H 2.252 -1.427 -1.024 0.41
H 1.806 -2.252 1.157 0.21
H -0.660 -1.071 1.916 0.22
H 1.190 1.719 0.147 0.47
H 1.896 2.374 1.199 0.46
O 2.068 2.172 0.243 -0.94
```

Energy in hartree, matching the order above: -321.89578; -9158.76471; -1192.75166; -306.05298; -365.19282
Energy relative to the best compared isomer or geometry (same formula, charge and spin) in eV, matching the order above: 5.295; 6.879; 1.397; 4.314; 1.052